ORCA calculation (ωB97M-V/def2-TZVPD) on a cluster of 2 separate species, C3H7NO2 in total in a non-equilibrium geometry.

SMILES string: CC=O.NC=O
Kohn-Sham gap: 10.7 eV
Calculated total energy: -8808.7634 eV

Last columns: bonded neighbours and bond lengths (Å).
Positions of all 13 atoms, in Å:
1 C 0.20 0.29 2.62  C2 1.559, H4 1.101, H5 1.079, H6 1.136
2 C 0.49 0.37 1.09  C1 1.559, O3 1.254, H7 1.089
3 O -0.42 0.67 0.28  C2 1.254
4 H -0.90 0.22 2.66  C1 1.101
5 H 0.78 -0.49 3.09  C1 1.079
6 H 0.67 1.26 2.99  C1 1.136
7 H 1.54 0.32 0.80  C2 1.089
8 N -0.34 0.29 -2.36  C9 1.397, H11 0.940, H12 0.977
9 C -0.47 -1.08 -2.17  N8 1.397, O10 1.223, H13 1.113
10 O 0.36 -1.72 -1.55  C9 1.223
11 H -1.01 0.74 -2.85  N8 0.940
12 H 0.34 0.74 -1.83  N8 0.977
13 H -1.25 -1.60 -2.77  C9 1.113



ORCA calculation (ωB97M-V/def2-TZVPD) on the molecule C4H8O3 in a non-equilibrium geometry.

SMILES string: OC/C=C(/O)CO
Kohn-Sham gap: 9.4 eV
Calculated total energy: -10418.0344 eV

Last columns: bonded neighbours and bond lengths (Å).
Positions of all 15 atoms, in Å:
1 O 1.33 -1.64 -0.69  C2 1.414, H8 0.965
2 C -0.08 -1.64 -0.69  O1 1.414, C3 1.474, H9 1.093, H10 1.097
3 C -0.60 -0.26 -0.82  C2 1.474, C4 1.347, H11 1.091
4 C -0.31 0.80 -0.04  C3 1.347, O5 1.355, C6 1.494
5 O -0.55 1.98 -0.67  C4 1.355, H12 0.994
6 C 0.18 0.85 1.37  C4 1.494, O7 1.403, H13 1.106, H14 1.093
7 O 0.77 2.06 1.76  C6 1.403, H15 0.966
8 H 1.57 -2.56 -0.53  O1 0.965
9 H -0.46 -2.11 0.22  C2 1.093
10 H -0.47 -2.22 -1.54  C2 1.097
11 H -1.49 -0.15 -1.43  C3 1.091
12 H -0.61 1.52 -1.54  O5 0.994
13 H -0.69 0.61 2.02  C6 1.106
14 H 0.89 0.03 1.48  C6 1.093
15 H 0.50 2.73 1.12  O7 0.966



> Among the records above, which one has the lowest Kohn-Sham gap?

C4H8O3



> Which of these has the lowest Kohn-Sham gap?

C4H8O3



> Among the records above, which one has the highest Kohn-Sham gap?

C3H7NO2